A molecular structure, C23H42INOPPtSi3. Source: the OMol25 dataset; level of theory: ωB97M-V/def2-TZVPD.

As for the net charge: +1. The HOMO energy (spin up / spin down) comes out at -10.8 / -11.4 eV. The multiplicity is 3. The energy is -72337.0091 eV.

Geometry as XYZ:
```
73
Properties=species:S:1:pos:R:3:forces:R:3:lowdin_charge:R:1
Pt 0.502088 0.322823 -0.229809 0.3652 0.2312 0.0424 0.8271
C 0.591232 0.416608 3.724483 -0.0266 -0.0615 -0.0528 -0.1134
O 0.410203 -0.095254 2.408692 0.0245 0.0186 0.0149 -0.3683
Si -0.067050 -1.671274 2.059692 0.0172 0.2125 -0.0274 0.3058
C -1.535954 -2.105523 3.096017 -0.1759 -0.0856 0.1526 -0.1433
C 1.301281 -2.812149 2.558917 0.2042 -0.1379 0.0984 -0.1427
C -0.384195 -1.547223 0.228481 -0.0641 0.3550 -0.3143 -0.5350
Si 0.428682 -2.712842 -1.013578 -0.0984 0.0931 0.0623 0.3899
C 2.186897 -3.144851 -0.549234 0.1901 -0.0261 0.0727 -0.1711
C 0.519664 -1.941303 -2.728096 -0.0002 0.0952 -0.1387 -0.1782
C -0.563076 -4.291509 -1.095190 -0.0676 -0.1599 0.0089 -0.1642
Si -2.140132 -0.973675 -0.187590 -0.2936 -0.2471 0.1222 0.3522
C -3.368504 -2.354246 0.093964 -0.0433 -0.1603 0.0178 -0.1554
C -2.689082 0.451738 0.913684 -0.0081 0.1213 0.0701 -0.1691
C -2.363232 -0.537736 -1.995095 -0.0132 0.0650 -0.1657 -0.1840
H -0.356129 0.439267 4.266198 -0.0044 -0.0002 0.0072 0.0901
H 0.973201 1.434106 3.650231 0.0005 0.0149 -0.0023 0.0852
H 1.309936 -0.185658 4.286869 0.0040 -0.0014 0.0126 0.0882
H -1.245006 -2.122354 4.151062 -0.0300 -0.0041 -0.0341 0.0485
H -1.895276 -3.107546 2.846028 -0.0010 0.0266 0.0401 0.0475
H -2.364868 -1.407288 2.983733 -0.0081 -0.0297 0.0190 0.0267
H 1.346198 -2.848447 3.651625 0.0362 -0.0086 -0.0295 0.0478
H 2.279182 -2.498796 2.188024 -0.0186 -0.0294 0.0136 0.0227
H 1.118486 -3.832232 2.212037 0.0091 0.0153 0.0408 0.0453
H 2.763808 -2.289224 -0.187869 -0.0074 -0.0557 -0.0301 0.0080
H 2.687712 -3.529110 -1.442325 0.0068 -0.0174 0.0356 0.0436
H 2.231864 -3.922471 0.213404 0.0341 0.0141 -0.0262 0.0298
H 0.562215 -0.848282 -2.714031 0.0300 0.0007 -0.0009 -0.0053
H -0.340659 -2.215274 -3.340774 0.0330 0.0046 -0.0011 0.0316
H 1.419631 -2.298363 -3.235678 -0.0369 -0.0221 -0.0074 0.0374
H -0.939233 -4.568524 -0.106695 0.0212 -0.0475 -0.0376 0.0387
H 0.055307 -5.115172 -1.461943 -0.0300 0.0239 -0.0132 0.0430
H -1.421604 -4.193938 -1.763420 0.0136 -0.0086 0.0328 0.0322
H -3.415082 -2.658531 1.139629 -0.0315 -0.0178 -0.0218 0.0228
H -3.134514 -3.233205 -0.508986 -0.0526 0.0115 0.0230 0.0237
H -4.362805 -2.001040 -0.196777 0.0265 -0.0161 0.0152 0.0490
H -3.370140 0.073480 1.680270 0.0007 0.0408 -0.0175 0.0352
H -3.238741 1.191098 0.326694 0.0050 0.0088 0.0065 0.0265
H -1.874878 0.971678 1.422954 -0.0107 0.0021 -0.0155 0.0156
H -2.342536 -1.441714 -2.607534 -0.0215 0.0268 -0.0013 0.0335
H -1.630434 0.157763 -2.407321 -0.0225 -0.0198 0.0168 -0.0033
H -3.358847 -0.094002 -2.099870 0.0451 -0.0055 -0.0339 0.0460
I 5.417178 -0.493139 2.940480 0.0450 -0.0177 0.0932 0.9594
C 4.616981 -0.154362 1.061948 -0.0456 0.0110 0.0030 -0.7179
C 5.376838 -0.285341 -0.090133 0.0286 -0.0031 -0.0939 -0.1006
C 4.769586 -0.063998 -1.317066 0.0376 -0.0070 0.0259 -0.0253
C 3.429006 0.266721 -1.352615 -0.0524 0.0042 -0.0062 -0.1282
N 2.701192 0.390056 -0.238329 0.0083 -0.1502 0.1466 -0.0910
C 3.280854 0.188943 0.952225 0.0299 0.0704 -0.1192 -0.2078
H 6.421847 -0.559482 -0.034253 -0.0087 0.0047 0.0041 0.1115
H 5.325594 -0.159658 -2.239237 -0.0020 0.0053 0.0139 0.1214
H 2.910038 0.420938 -2.289442 -0.0209 -0.0076 0.0034 0.1064
H 2.641488 0.287868 1.819484 -0.0085 -0.0069 -0.0185 0.0840
C 0.625665 2.795654 -2.738189 -0.0074 0.0425 -0.0246 -0.2308
P 0.257988 2.532530 -0.978855 0.0196 -0.1478 0.0068 0.7605
C 1.460536 3.602894 -0.140648 0.0085 0.0608 -0.0149 -0.2517
C -1.340357 3.344916 -0.759618 -0.0657 -0.0667 -0.0117 -0.3784
C -1.566957 4.237896 0.284031 -0.0824 -0.0177 0.0325 -0.0836
C -2.814820 4.829522 0.435797 0.0533 -0.0309 -0.0039 -0.0628
C -3.837766 4.535593 -0.452384 -0.0102 -0.0137 -0.0213 -0.0631
C -3.618176 3.643942 -1.495499 0.0058 -0.0018 0.0458 -0.0656
C -2.378064 3.045956 -1.644664 0.0063 0.0275 0.0053 -0.1108
H -0.147041 2.342179 -3.357090 0.0193 -0.0238 -0.0018 0.0431
H 1.580751 2.337862 -2.994883 0.0156 0.0253 0.0239 0.0345
H 0.664359 3.865648 -2.946911 -0.0011 -0.0141 -0.0461 0.0653
H 1.337576 4.641196 -0.452054 0.0132 -0.0066 0.0121 0.0640
H 2.462315 3.263718 -0.404160 0.0098 -0.0027 0.0012 0.0397
H 1.350965 3.526895 0.940470 -0.0027 -0.0025 -0.0099 0.0451
H -0.781739 4.478900 0.989114 0.0029 0.0023 -0.0217 0.0986
H -2.982878 5.524272 1.247939 -0.0014 -0.0050 -0.0038 0.1114
H -4.807187 5.001545 -0.334625 0.0085 -0.0029 0.0001 0.1118
H -4.414827 3.411711 -2.190130 0.0067 0.0060 0.0042 0.1132
H -2.226530 2.338824 -2.451542 -0.0105 0.0491 0.0214 0.0871
```
Positions in Å, forces in eV/Å.